1.
# C39H40N6O5PS3Y

A molecular structure, C39H40N6O5PS3Y (wB97M-V/def2-TZVPD, OMol25).

**Energy relative to the best compared isomer or geometry (same formula, charge and spin)**: 58.9 kcal/mol
**HOMO-LUMO gap**: 0.1319 Ha
**Total charge**: 0
**HOMO**: -3.88 eV

Each line ends with the Mulliken charge.
Cartesian coordinates (Å):
Y  0.1786  -0.5834  0.1672  0.491
S  1.0417  -6.8877  -4.3987  0.050
N  0.9875  -6.7776  -2.7804  -0.715
C  0.7402  -5.5142  -2.4867  0.788
C  0.5980  -4.9752  -1.1435  0.159
C  0.6236  -5.7400  -0.0283  -0.418
C  0.4458  -5.0983  1.2388  -1.523
C  0.2941  -3.7495  1.2739  -0.161
N  0.2820  -2.9050  0.2071  0.356
C  0.3976  -3.5423  -1.0592  -0.436
C  0.2686  -2.7549  -2.1627  -0.516
N  0.0381  -1.3696  -1.9405  0.102
C  -0.3158  -0.6473  -3.0406  0.012
C  -0.3630  -1.1052  -4.3157  -1.379
C  -0.0066  -2.4705  -4.5686  -0.684
C  0.2905  -3.2667  -3.5165  0.336
C  0.5935  -4.6835  -3.6427  0.740
N  0.7332  -5.3401  -4.7793  -0.721
H  0.7655  -6.8097  -0.1067  0.482
H  0.4428  -5.6627  2.1610  0.445
H  0.1809  -3.2741  2.2382  0.402
H  -0.5832  0.3864  -2.8452  0.665
H  -0.6410  -0.4403  -5.1214  0.383
H  0.0009  -2.8750  -5.5720  0.489
C  2.6966  -1.9970  2.4723  -1.304
O  1.4480  -1.3158  2.4405  0.917
C  0.8047  -1.2746  3.6926  -0.898
C  -0.4884  -0.5085  3.4908  -0.739
O  -1.1270  -0.9416  2.2878  0.887
C  -2.1751  -1.8857  2.4664  -1.268
H  3.3993  -1.4561  3.1097  0.303
H  3.0716  -2.0205  1.4537  0.263
H  2.5585  -3.0203  2.8314  0.462
H  1.4310  -0.7616  4.4314  0.415
H  0.6187  -2.2966  4.0509  0.389
H  -0.2648  0.5475  3.3562  0.119
H  -1.1632  -0.6344  4.3405  0.543
H  -2.9855  -1.4353  3.0460  0.256
H  -1.8224  -2.7902  2.9638  0.441
H  -2.5318  -2.1535  1.4739  0.282
O  0.8163  1.3707  1.4822  -0.545
S  2.2846  1.2786  1.2700  1.469
O  3.0623  1.1863  2.4719  -0.787
O  2.4874  0.1971  0.2815  -0.672
C  2.7706  2.8035  0.4819  0.426
C  3.7408  3.5606  1.1269  -0.325
C  4.1541  4.7659  0.5852  -0.721
C  3.5902  5.2177  -0.6002  -0.753
C  2.6242  4.4567  -1.2362  -0.505
C  2.2012  3.2358  -0.7123  -0.966
P  0.9185  2.2709  -1.6138  1.660
C  1.6507  2.2149  -3.2812  0.430
C  0.8446  2.1199  -4.4149  -0.479
C  1.4077  1.9507  -5.6704  -0.945
C  2.7828  1.8442  -5.8090  -0.693
C  3.5920  1.9045  -4.6835  -0.654
C  3.0319  2.0912  -3.4291  -0.783
C  -0.3850  3.5615  -1.6766  0.667
C  -0.6907  4.3984  -2.7462  -0.361
C  -1.7215  5.3254  -2.6406  -0.751
C  -2.4448  5.4404  -1.4618  -0.759
C  -2.1342  4.6217  -0.3825  -0.874
C  -1.1179  3.6855  -0.4939  -0.996
H  4.1603  3.1915  2.0517  0.615
H  4.9124  5.3494  1.0901  0.400
H  3.9029  6.1600  -1.0313  0.433
H  2.1907  4.8100  -2.1644  0.394
H  -0.2350  2.1579  -4.3231  0.739
H  0.7658  1.8802  -6.5392  0.403
H  3.2210  1.7003  -6.7878  0.402
H  4.6650  1.7998  -4.7780  0.422
H  3.6770  2.1280  -2.5599  0.444
H  -0.1237  4.3362  -3.6674  0.505
H  -1.9486  5.9690  -3.4813  0.437
H  -3.2364  6.1753  -1.3807  0.399
H  -2.6791  4.7123  0.5502  0.450
H  -0.8722  3.0503  0.3501  0.774
C  -2.1308  0.3714  -0.3207  -0.720
H  -1.8687  1.0494  -1.1316  -0.193
H  -2.7336  -0.4645  -0.6758  1.034
C  -4.2791  2.2174  -1.9237  -0.783
N  -4.9514  2.1775  -0.6289  0.125
C  -6.1264  3.0414  -0.4526  -0.576
C  -6.4766  2.8246  1.0156  -0.612
N  -5.1749  2.4244  1.5418  -0.262
C  -4.3878  1.9471  0.5574  0.347
S  -2.8851  1.2152  1.0021  -0.130
H  -5.0414  2.1397  -2.6970  0.360
H  -3.5972  1.3834  -2.0182  0.296
H  -3.7294  3.1545  -2.0451  0.226
H  -6.9238  2.7463  -1.1310  0.401
H  -5.8431  4.0778  -0.6617  0.276
H  -7.2086  2.0215  1.1301  0.312
H  -6.8469  3.7213  1.5055  0.334
H  -5.0659  2.0642  2.4758  0.254

---

2.
# C2H6BrPS

A molecular structure, C2H6BrPS (wB97M-V/def2-TZVPD, OMol25).

**Energy relative to the best compared isomer or geometry (same formula, charge and spin)**: 21.4 kcal/mol
**HOMO-LUMO gap**: 0.2671 Ha
**Total charge**: 0
**HOMO**: -9.20 eV

Each line ends with the Mulliken charge.
Cartesian coordinates (Å):
C  0.4622  -0.0296  1.4141  -0.896
C  0.0460  -0.2255  -1.5294  -0.759
P  0.6981  -1.0482  -0.0735  0.367
S  0.6503  -2.9791  0.0695  -0.273
Br  3.3883  0.3895  -0.1650  -0.445
H  1.2438  -0.4121  2.1167  0.335
H  0.7877  1.0001  1.2347  0.374
H  -0.5961  -0.1216  1.7904  0.342
H  -0.2256  0.8101  -1.3202  0.326
H  1.0270  -0.0230  -1.9989  0.307
H  -0.8171  -0.7031  -2.1361  0.321

---

3.
# C42H63FN2O10S2

5 unconnected molecules or ions with the total composition C42H63FN2O10S2 (wB97M-V/def2-TZVPD, OMol25).

**SMILES**: C#C[C@]1(S)C(=O)O[C@@](CCOCC)(CC(=O)F)[C@@]1(CCSc1nnco1)C[C@H](C)OCc1ccccc1.C1CCOC1.C1CCOC1.C1CCOC1.C1CCOC1
**HOMO-LUMO gap**: 0.2938 Ha
**Total charge**: 0
**HOMO**: -8.19 eV

Each line ends with the Mulliken charge.
Cartesian coordinates (Å):
C  0.2297  1.5127  7.6708  -0.833
C  -0.6082  2.0027  6.6272  -0.596
C  -1.6693  2.0491  5.3611  1.425
S  -2.8602  3.4114  5.9626  -0.248
C  -2.7496  0.7818  5.2043  0.367
O  -3.1374  -0.0941  6.1383  -0.608
O  -3.1086  0.9246  3.7792  -0.343
C  -2.2892  1.7405  2.8223  0.331
C  -1.9742  0.6305  1.6561  0.356
C  -3.3519  0.0635  0.9029  -0.274
O  -3.4084  -1.4288  0.8768  -0.308
C  -4.5705  -1.6979  -0.0275  -0.037
C  -5.2974  -3.1590  0.2916  -0.771
C  -3.3967  2.8770  2.3697  -0.875
C  -3.0628  3.6236  0.9461  0.512
O  -2.9353  3.0412  -0.2487  -0.402
F  -2.9304  5.1288  0.9549  -0.326
C  -1.0378  2.2222  3.8220  0.600
C  0.3930  1.4288  3.7223  -0.597
C  0.3538  -0.1451  4.1778  -0.791
S  1.6523  -1.2280  3.3293  -0.006
C  1.3367  -3.0386  3.8450  0.277
N  1.9232  -3.7558  5.0596  -0.178
N  1.4350  -5.0565  5.0219  -0.316
C  0.4930  -5.2664  3.8395  -0.048
O  0.4482  -3.9832  3.1050  -0.074
C  -0.6245  3.8050  3.7399  -1.471
C  0.3907  4.2028  2.5160  0.014
C  0.2395  5.8582  2.3279  -1.031
O  0.1396  3.5112  1.2427  0.087
C  1.1689  3.7952  0.2327  -0.521
C  1.9842  2.4870  -0.3246  0.562
C  3.2815  2.8150  -1.3268  -0.467
C  4.2739  1.6791  -1.9674  -0.577
C  3.9782  0.1077  -1.6022  -0.402
C  2.6803  -0.2363  -0.6571  -0.539
C  1.6592  0.9139  -0.0014  0.446
H  0.9327  1.1377  8.5408  0.355
H  -3.6261  2.7658  6.9535  0.244
H  -1.3572  1.1776  0.8056  -0.330
H  -1.4018  -0.3240  2.0176  0.183
H  -4.3398  0.4110  1.4259  0.184
H  -3.2894  0.3884  -0.2398  0.216
H  -4.1950  -1.6615  -1.1585  0.077
H  -5.4182  -0.8953  0.0538  0.261
H  -6.4785  -3.0192  0.2073  0.306
H  -5.0266  -3.4480  1.3930  0.245
H  -4.9208  -3.9069  -0.5257  0.103
H  -3.5282  3.7500  3.1735  0.283
H  -4.4942  2.4222  2.2506  0.510
H  1.1532  1.9733  4.4645  0.537
H  0.9093  1.4662  2.6663  -0.099
H  0.6107  -0.2042  5.3410  0.345
H  -0.6779  -0.6802  4.0425  0.295
H  -0.0474  -6.3014  3.5940  0.309
H  -0.0788  4.0694  4.7637  0.389
H  -1.5559  4.5460  3.6491  0.416
H  1.5000  3.9840  2.8487  0.477
H  -0.6319  6.0750  1.5697  0.211
H  1.2145  6.3234  1.8583  0.304
H  -0.0351  6.3339  3.3626  0.332
H  0.5911  4.2501  -0.7077  0.168
H  1.9661  4.5944  0.5408  0.302
H  3.5033  3.9560  -1.5961  0.176
H  5.1588  2.0374  -2.6599  0.292
H  4.7104  -0.7033  -2.0375  0.291
H  2.4424  -1.3562  -0.3778  0.051
H  0.7445  0.6182  0.6649  0.167
C  3.3976  -5.4376  -1.4110  -0.465
C  4.7488  -5.7987  -0.8501  -0.641
C  5.3245  -4.4409  -0.5114  -0.515
O  4.2182  -3.5917  -0.1766  -0.387
C  3.0037  -4.2560  -0.5520  -0.077
H  2.6725  -6.2543  -1.3708  0.282
H  3.5019  -5.1219  -2.4559  0.301
H  4.6245  -6.3904  0.0645  0.273
H  5.3750  -6.3670  -1.5425  0.354
H  5.8356  -3.9996  -1.3736  0.265
H  6.0255  -4.4802  0.3273  0.281
H  2.5042  -4.5826  0.3666  0.102
H  2.3474  -3.5560  -1.0763  0.259
C  2.2188  6.2850  -5.2031  -0.561
C  3.0450  5.1235  -5.6921  -0.546
C  4.1041  5.0132  -4.6170  -0.262
O  3.5034  5.4602  -3.3937  -0.368
C  2.2513  6.0875  -3.7034  -0.306
H  1.2041  6.3041  -5.6087  0.331
H  2.7119  7.2282  -5.4667  0.252
H  2.4330  4.2139  -5.7083  0.230
H  3.4643  5.2714  -6.6905  0.356
H  4.9560  5.6678  -4.8296  0.285
H  4.4720  3.9905  -4.4943  0.137
H  1.4509  5.4157  -3.3745  0.157
H  2.1645  7.0289  -3.1540  0.294
C  -1.7881  -0.4712  -4.8797  -0.649
C  -1.2768  0.8802  -4.4520  -0.623
C  -1.6869  0.9278  -2.9962  -0.177
O  -1.6733  -0.4235  -2.5156  -0.318
C  -1.5525  -1.3058  -3.6399  -0.136
H  -1.2863  -0.8711  -5.7645  0.359
H  -2.8623  -0.4116  -5.0916  0.291
H  -0.1838  0.9058  -4.5332  0.273
H  -1.6827  1.7094  -5.0369  0.372
H  -2.7059  1.3126  -2.8827  0.273
H  -1.0130  1.5407  -2.3907  0.043
H  -0.5397  -1.7232  -3.6295  0.191
H  -2.2691  -2.1262  -3.5436  0.125
C  -1.5169  -6.8971  -2.5487  -0.632
C  -0.9476  -6.1499  -1.3704  -0.081
C  -1.8949  -4.9759  -1.2520  -0.113
O  -3.1747  -5.4253  -1.7182  -0.351
C  -3.0048  -6.6953  -2.3627  -0.508
H  -1.2304  -7.9513  -2.5807  0.359
H  -1.1892  -6.4237  -3.4819  0.274
H  -1.0106  -6.7731  -0.4706  0.304
H  0.0938  -5.8460  -1.5037  -0.063
H  -1.5795  -4.1446  -1.8913  -0.038
H  -1.9845  -4.6116  -0.2245  0.289
H  -3.4300  -7.4624  -1.7063  0.275
H  -3.5514  -6.7044  -3.3097  0.290

---

Q: Look up the HOMO of the second one.
A: -9.20 eV